(1)
{"formula": "C18H36N2O2", "method": "ωB97M-V/def2-TZVPD", "largest_force_ev_per_a": 0.760, "lumo_ev": 0.84, "homo_lumo_gap_ev": 10.07, "total_charge": 0, "molar_mass_g_mol": 312.50, "smiles": "CCCCCCC[C@@H](O)C[C@H](CC1CCCCC1)C(=O)NN", "species": ["C", "C", "C", "C", "C", "C", "C", "C", "O", "C", "C", "C", "C", "C", "C", "C", "C", "C", "C", "O", "N", "N", "H", "H", "H", "H", "H", "H", "H", "H", "H", "H", "H", "H", "H", "H", "H", "H", "H", "H", "H", "H", "H", "H", "H", "H", "H", "H", "H", "H", "H", "H", "H", "H", "H", "H", "H", "H"], "xyz": [[-1.13611, -2.01878, -6.90437], [0.24014, -2.58886, -7.22454], [1.39990, -1.72381, -6.72703], [1.46880, -1.58927, -5.19922], [0.88002, -0.27451, -4.68747], [0.89068, -0.16496, -3.16073], [-0.18589, -1.03224, -2.50847], [-0.15530, -1.03685, -0.96950], [1.02225, -1.63354, -0.47152], [-0.37596, 0.35940, -0.37485], [-0.41208, 0.31731, 1.15665], [-0.79232, 1.68795, 1.73115], [-0.92800, 1.70233, 3.25778], [-2.18326, 0.96670, 3.73076], [-2.29118, 0.99665, 5.25265], [-2.32302, 2.43483, 5.75832], [-1.07986, 3.18383, 5.29035], [-0.97091, 3.14464, 3.76910], [0.97959, -0.04642, 1.65110], [1.98939, 0.54093, 1.30304], [1.02144, -1.03549, 2.56671], [2.23328, -1.48385, 3.13122], [-1.91157, -2.63390, -7.35641], [-1.30767, -1.99504, -5.83151], [-1.23070, -1.00805, -7.29602], [0.32649, -3.58674, -6.78755], [0.33315, -2.69731, -8.30820], [2.32664, -2.17482, -7.08894], [1.32614, -0.73115, -7.17654], [2.51175, -1.63916, -4.87767], [0.95136, -2.43439, -4.74374], [1.46925, 0.54826, -5.10037], [-0.14330, -0.15621, -5.04527], [1.87705, -0.45889, -2.79380], [0.72618, 0.87924, -2.88843], [-0.06239, -2.06632, -2.83420], [-1.17182, -0.69184, -2.83170], [-0.95899, -1.69980, -0.62134], [1.75836, -1.03224, -0.64184], [-1.31179, 0.76752, -0.75912], [0.44211, 1.01892, -0.67072], [-1.13112, -0.44013, 1.47912], [-0.01434, 2.39690, 1.43854], [-1.73269, 2.01648, 1.28176], [-0.04946, 1.21300, 3.69248], [-2.16915, -0.07083, 3.39123], [-3.06375, 1.44698, 3.29635], [-1.43140, 0.47996, 5.68577], [-3.19369, 0.46940, 5.57006], [-2.37817, 2.44619, 6.84881], [-3.21455, 2.93502, 5.37259], [-0.19256, 2.71990, 5.72726], [-1.11783, 4.22042, 5.63190], [-0.06894, 3.67230, 3.45207], [-1.83030, 3.65696, 3.32928], [0.20937, -1.56829, 2.83383], [2.87432, -0.68996, 3.09105], [2.63387, -2.21326, 2.53593]], "mulliken_charge": [-1.00, -0.49, -0.77, -0.43, -0.78, -0.39, -0.70, -0.05, -0.62, -1.73, 1.52, -2.11, 1.03, -0.82, -0.79, -0.69, -0.71, -1.03, -0.26, -0.74, 0.17, -0.86, 0.36, 0.18, 0.29, 0.30, 0.36, 0.31, 0.36, 0.38, 0.24, 0.37, 0.28, 0.21, 0.28, 0.25, 0.32, 0.50, 0.39, 0.38, 0.39, 0.63, 0.33, 0.61, 0.36, 0.28, 0.28, 0.33, 0.37, 0.34, 0.30, 0.33, 0.38, 0.41, 0.30, 0.27, 0.32, 0.27]}

=====

(2)
{"formula": "C18H36N7O5Ru", "method": "ωB97M-V/def2-TZVPD", "largest_force_ev_per_a": 1.885, "lumo_ev": [-7.12, -6.22], "homo_lumo_gap_ev": [7.17, 8.08], "total_charge": 2, "spin_multiplicity": 2, "molar_mass_g_mol": 531.60, "species": ["Ru", "C", "O", "C", "O", "N", "N", "H", "H", "H", "H", "H", "H", "C", "N", "C", "C", "C", "N", "C", "C", "H", "H", "H", "H", "H", "H", "H", "H", "H", "H", "H", "H", "H", "H", "H", "H", "N", "C", "O", "C", "C", "H", "H", "H", "H", "H", "H", "O", "C", "N", "C", "O", "C", "C", "C", "C", "N", "C", "H", "H", "H", "H", "H", "H", "H", "H"], "xyz": [[-1.11987, -0.20709, 0.34872], [0.67991, 3.89060, -3.31541], [0.94869, 2.94094, -2.28351], [0.03623, 2.12940, -1.79401], [0.35228, 1.37097, -0.88396], [-1.23036, 2.16788, -2.27674], [-2.15147, 1.22503, -1.78184], [1.62254, 4.41831, -3.45549], [-0.09315, 4.59916, -3.01056], [0.40259, 3.39240, -4.24689], [-1.47459, 2.71456, -3.09445], [-2.33535, 0.50304, -2.48231], [-3.03313, 1.68524, -1.55562], [0.01396, -1.78034, 3.00693], [0.08183, -0.44707, 2.42033], [1.46172, -0.08813, 2.10193], [-0.53301, 0.52080, 3.33230], [-0.68920, 1.90521, 2.71569], [-1.60214, 1.93861, 1.56582], [-1.43643, 3.22467, 0.89196], [-3.00034, 1.81951, 1.98137], [0.54227, -1.81841, 3.96568], [0.47074, -2.50692, 2.33786], [-1.02625, -2.05438, 3.17859], [2.01931, 0.17197, 3.00866], [1.49104, 0.75089, 1.40472], [1.95950, -0.93466, 1.63541], [0.08042, 0.62420, 4.23982], [-1.50886, 0.13396, 3.63144], [0.28550, 2.26831, 2.38337], [-1.05002, 2.58903, 3.49789], [-1.56543, 4.05030, 1.60378], [-2.18563, 3.33795, 0.11094], [-0.44360, 3.30578, 0.45418], [-3.27997, 2.65461, 2.63756], [-3.17143, 0.88587, 2.51182], [-3.64187, 1.83443, 1.09887], [-4.42788, -2.75747, 2.34381], [-3.48034, -2.18559, 1.60864], [-2.83761, -1.20966, 2.01166], [-3.17906, -2.78472, 0.25309], [-2.65134, -1.70092, -0.65579], [-4.63110, -2.41092, 3.26986], [-4.95874, -3.54738, 2.01661], [-4.08229, -3.24893, -0.16164], [-2.45000, -3.58926, 0.40415], [-3.45918, -1.02709, -0.94182], [-2.08619, -2.07821, -1.50500], [4.90566, 1.25078, -3.98092], [5.42331, 0.44706, -2.95798], [4.31258, -0.13221, -2.25044], [4.15276, -1.47457, -2.15806], [4.98987, -2.26602, -2.52324], [2.88949, -1.96881, -1.50470], [2.81631, -3.33145, -1.22051], [1.68349, -3.83181, -0.60606], [0.64866, -2.95873, -0.30948], [0.71516, -1.65548, -0.57270], [1.80682, -1.17071, -1.15562], [5.60646, 1.47070, -4.60585], [6.02016, 1.06289, -2.26106], [6.04242, -0.37736, -3.33394], [3.56589, 0.51257, -2.04790], [3.65203, -3.96143, -1.48975], [1.60599, -4.87932, -0.36712], [-0.26682, -3.30575, 0.15473], [1.79708, -0.10682, -1.33780]], "lowdin_spin": [1.33, 0.00, 0.00, 0.00, 0.04, 0.00, 0.00, 0.00, 0.00, 0.00, 0.00, 0.00, 0.00, 0.00, -0.02, 0.00, 0.00, 0.00, -0.01, 0.00, 0.00, 0.00, 0.00, 0.00, 0.00, 0.00, 0.00, 0.00, 0.00, 0.00, 0.00, 0.00, 0.00, 0.00, 0.00, 0.00, 0.00, 0.00, 0.00, 0.03, -0.04, -0.29, 0.00, 0.00, -0.01, 0.00, -0.01, -0.01, 0.00, 0.00, 0.00, 0.00, 0.00, 0.00, 0.00, 0.00, 0.00, -0.01, 0.00, 0.00, 0.00, 0.00, 0.00, 0.00, 0.00, 0.00, 0.00]}

=====

(3)
{"formula": "C18H36NO21", "method": "ωB97M-V/def2-TZVPD", "largest_force_ev_per_a": 1.339, "lumo_ev": 2.51, "homo_lumo_gap_ev": 7.94, "total_charge": -1, "molar_mass_g_mol": 602.47, "species": ["N", "O", "O", "O", "C", "O", "C", "O", "O", "C", "H", "H", "H", "H", "H", "H", "C", "O", "C", "O", "O", "C", "H", "H", "H", "H", "H", "H", "C", "O", "C", "O", "O", "C", "H", "H", "H", "H", "H", "H", "C", "O", "C", "O", "O", "C", "H", "H", "H", "H", "H", "H", "C", "O", "C", "O", "O", "C", "H", "H", "H", "H", "H", "H", "C", "O", "C", "O", "O", "C", "H", "H", "H", "H", "H", "H"], "xyz": [[-23.58354, -7.61504, 12.06844], [-24.73994, -7.11268, 12.08635], [-23.19439, -8.33228, 13.00917], [-22.83114, -7.35492, 11.10922], [-19.60726, -12.75073, 14.67788], [-20.45581, -12.20539, 15.68538], [-21.23659, -11.19144, 15.28705], [-21.13264, -10.61589, 14.24491], [-22.10673, -10.93590, 16.25174], [-23.13813, -9.97877, 15.97565], [-20.22588, -13.08704, 13.84556], [-19.16408, -13.62598, 15.14649], [-18.85218, -12.04212, 14.35246], [-23.78842, -10.05041, 16.84513], [-23.64778, -10.13793, 15.03206], [-22.74566, -8.96010, 16.00879], [-26.86089, -11.02337, 16.92836], [-26.48596, -10.34465, 15.75252], [-27.44238, -9.63735, 15.14048], [-28.59298, -9.58924, 15.48013], [-26.88466, -8.98920, 14.13844], [-27.73497, -8.22128, 13.30387], [-26.12643, -11.80497, 17.11278], [-27.82152, -11.53644, 16.84826], [-26.90940, -10.32634, 17.76559], [-28.17575, -7.40662, 13.88259], [-28.47598, -8.83456, 12.79137], [-27.15806, -7.71942, 12.52634], [-23.60097, -3.82333, 11.69119], [-23.39215, -3.68892, 10.29123], [-23.56524, -2.52229, 9.70634], [-23.92719, -1.49735, 10.22768], [-23.29720, -2.67088, 8.41014], [-23.36718, -1.47863, 7.64031], [-23.60149, -4.89169, 11.89322], [-24.53327, -3.35483, 12.00266], [-22.77151, -3.37800, 12.24634], [-22.52493, -0.82167, 7.85696], [-24.28267, -0.92725, 7.87867], [-23.41505, -1.76505, 6.59587], [-24.17050, -4.42502, 19.31106], [-24.23949, -4.34845, 17.87845], [-24.71632, -5.44422, 17.27877], [-25.12234, -6.42709, 17.85007], [-24.66210, -5.25519, 15.98205], [-25.13901, -6.33667, 15.18110], [-23.44892, -5.18307, 19.60513], [-25.15849, -4.60837, 19.72530], [-23.81948, -3.44083, 19.61073], [-26.05113, -6.80109, 15.55061], [-24.36157, -7.10240, 15.12307], [-25.28170, -6.02171, 14.15145], [-25.49385, -10.47684, 11.67746], [-25.67654, -11.58360, 10.78308], [-26.90957, -12.02360, 10.67616], [-27.84677, -11.74669, 11.37901], [-26.95116, -12.89636, 9.65477], [-28.20265, -13.48820, 9.34590], [-26.33837, -9.79760, 11.63962], [-24.63902, -9.90386, 11.32526], [-25.28657, -10.82867, 12.68304], [-29.02230, -13.11375, 9.95544], [-28.09193, -14.56589, 9.44182], [-28.44551, -13.23339, 8.31145], [-28.14891, -3.45530, 6.07566], [-26.98702, -3.91852, 6.74201], [-27.21046, -4.65036, 7.84121], [-28.28002, -5.10356, 8.16256], [-26.06321, -4.80295, 8.46973], [-26.09887, -5.62477, 9.64934], [-28.67304, -4.27845, 5.59337], [-27.81664, -2.67475, 5.39956], [-28.84862, -2.99531, 6.78092], [-26.78913, -6.45749, 9.58771], [-26.28243, -5.02014, 10.53750], [-25.08276, -5.99829, 9.76794]], "mulliken_charge": [0.55, -0.23, -0.53, -0.65, -0.64, -0.37, 0.74, -0.52, -0.39, -0.28, 0.32, 0.21, 0.27, 0.27, 0.10, 0.32, -0.91, -0.09, 0.56, -0.62, 0.22, -0.82, 0.26, 0.36, 0.31, 0.34, 0.36, 0.07, -0.46, -0.24, 0.80, -0.60, -0.30, -0.69, -0.12, 0.31, 0.46, 0.30, 0.31, 0.23, -0.63, -0.37, 0.76, -0.57, -0.29, -0.20, 0.29, 0.29, 0.21, 0.21, 0.17, 0.04, -0.29, -0.40, 0.83, -0.59, -0.36, -0.66, 0.17, 0.18, 0.21, 0.34, 0.23, 0.24, -0.68, -0.31, 0.70, -0.57, -0.21, -0.83, 0.28, 0.22, 0.31, 0.46, 0.27, 0.32]}

=====

(4)
{"formula": "C18H36O18", "method": "ωB97M-V/def2-TZVPD", "largest_force_ev_per_a": 5.110, "lumo_ev": 0.52, "homo_lumo_gap_ev": 11.13, "total_charge": 0, "molar_mass_g_mol": 540.47, "smiles": "COC(=O)OC.COC(=O)OC.COC(=O)OC.COC(=O)OC.COC(=O)OC.COC(=O)OC", "species": ["C", "O", "C", "O", "O", "C", "H", "H", "H", "H", "H", "H", "C", "O", "C", "O", "O", "C", "H", "H", "H", "H", "H", "H", "C", "O", "C", "O", "O", "C", "H", "H", "H", "H", "H", "H", "C", "O", "C", "O", "O", "C", "H", "H", "H", "H", "H", "H", "C", "O", "C", "O", "O", "C", "H", "H", "H", "H", "H", "H", "C", "O", "C", "O", "O", "C", "H", "H", "H", "H", "H", "H"], "xyz": [[-8.17537, -2.34343, -0.59864], [-7.22258, -3.08940, -1.24597], [-6.53953, -4.06585, -0.56418], [-6.52006, -4.25318, 0.63218], [-5.89348, -4.77861, -1.43478], [-5.12513, -5.84161, -1.14676], [-7.90170, -1.39903, -0.12820], [-8.82850, -3.00418, -0.02861], [-8.88801, -2.12270, -1.39333], [-4.16987, -5.54789, -0.71168], [-4.83902, -6.44074, -2.01122], [-5.65067, -6.48753, -0.44340], [9.93327, -12.96744, -7.60456], [9.54372, -12.18331, -6.48876], [10.15716, -11.02798, -6.17392], [11.06734, -10.46211, -6.86303], [9.56775, -10.55064, -5.04042], [9.98913, -9.38207, -4.46757], [9.70062, -14.02790, -7.50757], [10.99261, -13.02628, -7.85441], [9.32073, -12.84699, -8.49808], [9.11262, -8.83312, -4.12336], [10.41475, -8.55442, -5.03496], [10.69725, -9.71835, -3.71021], [5.70574, 6.04194, 0.57650], [4.98353, 6.69829, -0.44535], [5.50609, 7.86838, -0.96060], [6.72013, 8.24921, -0.97355], [4.49425, 8.58051, -1.54800], [4.76503, 9.55336, -2.49618], [6.73707, 6.28969, 0.32535], [5.54767, 4.96418, 0.53735], [5.35248, 6.52528, 1.48737], [3.90843, 9.87579, -3.08811], [5.58535, 9.31404, -3.17286], [5.20184, 10.41905, -1.99830], [-8.40887, 8.27916, 1.42133], [-6.94235, 8.19013, 1.54275], [-6.16594, 8.61594, 0.56790], [-6.46398, 9.38290, -0.32652], [-4.96546, 8.06002, 0.78606], [-3.77242, 8.49373, 0.04073], [-8.81310, 7.95925, 2.38173], [-8.89684, 7.53851, 0.78775], [-8.77697, 9.29438, 1.27324], [-4.02382, 8.39228, -1.01503], [-2.94603, 7.83634, 0.31095], [-3.45212, 9.49645, 0.32362], [1.94918, -3.99927, -1.99880], [1.53655, -2.64594, -1.75382], [1.17289, -2.21745, -0.56896], [1.10250, -2.91084, 0.46304], [0.93536, -0.94024, -0.64172], [0.54882, -0.25302, 0.53619], [1.34130, -4.76416, -1.51557], [3.02773, -4.07513, -1.86064], [2.04229, -4.19270, -3.06745], [1.42747, -0.45728, 1.14805], [-0.41697, -0.61250, 0.89135], [0.52149, 0.82076, 0.35095], [-4.79143, 3.18184, 8.80220], [-4.78795, 1.72584, 8.59214], [-3.89916, 1.17741, 7.63943], [-3.15489, 1.80375, 6.92620], [-4.06198, -0.16238, 7.70513], [-3.07141, -1.04205, 7.10805], [-3.75461, 3.40735, 9.05170], [-5.44846, 3.55237, 9.58904], [-5.32319, 3.52186, 7.91354], [-2.86636, -0.85699, 6.05363], [-3.54208, -2.02511, 7.12006], [-2.10980, -1.00019, 7.61957]], "mulliken_charge": [-0.72, -0.29, 0.77, -0.55, -0.29, -0.63, 0.27, 0.34, 0.28, 0.28, 0.23, 0.31, -0.71, -0.28, 0.76, -0.59, -0.29, -0.66, 0.29, 0.31, 0.30, 0.27, 0.33, 0.27, -0.59, -0.29, 0.75, -0.58, -0.28, -0.65, 0.34, 0.20, 0.25, 0.25, 0.30, 0.29, -0.67, -0.30, 0.78, -0.56, -0.31, -0.59, 0.26, 0.30, 0.30, 0.29, 0.22, 0.28, -0.68, -0.32, 0.86, -0.60, -0.32, -0.60, 0.30, 0.30, 0.27, 0.30, 0.26, 0.21, -0.56, -0.32, 0.72, -0.52, -0.28, -0.63, 0.26, 0.23, 0.27, 0.30, 0.24, 0.29]}

=====

no.,E_tot (Ha)
1,-967.469538
2,-1561.287639
3,-2342.265340
4,-2061.647448